# 1
{"formula": "C20H40NP3SSeTi", "method": "the ωB97M-V functional and the def2-TZVPD basis", "lumo_ev": [-10.1, -9.8], "fmax_ha_per_bohr": 0.081, "e_above_lowest_kj_mol": 16.71, "spin_multiplicity": 2, "e_homo_ha": [-0.5854, -0.5863], "s2": 0.7727, "charge": 3, "molar_mass_g_mol": 546.36, "symbols": ["Ti", "P", "P", "P", "H", "C", "C", "H", "C", "C", "C", "C", "C", "C", "C", "C", "C", "H", "H", "H", "H", "H", "H", "H", "H", "H", "H", "H", "H", "H", "H", "H", "H", "H", "H", "H", "H", "H", "H", "H", "H", "H", "H", "H", "H", "H", "C", "C", "C", "C", "C", "C", "Se", "H", "H", "H", "H", "H", "H", "S", "C", "C", "N", "C", "H", "H", "H"], "coordinates": [[-0.3937, 0.1803, 0.5982], [-2.7180, -0.1700, 0.2103], [0.1086, -2.9599, 0.6480], [-0.1943, 2.6752, 0.6819], [2.7436, -0.7238, -0.7845], [2.9721, 0.1628, -0.2281], [3.1221, 0.1231, 1.0898], [3.0495, -0.8138, 1.6570], [-3.1589, -0.2474, -1.5472], [-3.5547, -1.5636, 1.0132], [-3.5954, 1.2860, 0.8686], [1.8492, -3.3464, 0.6864], [-0.6094, -3.2628, 2.2410], [-0.6967, -3.8450, -0.6666], [1.4892, 3.3797, 0.6899], [-0.9084, 3.3669, 2.2035], [-0.9522, 3.6758, -0.6450], [3.2011, 1.0572, -0.7761], [3.1264, 1.0375, 1.6686], [-4.2409, -0.3927, -1.6768], [-2.6356, -1.0682, -2.0460], [-2.8607, 0.6727, -2.0600], [-4.6312, -1.4798, 0.8274], [-3.3995, -1.5382, 2.0967], [-3.2044, -2.5303, 0.6375], [-4.6729, 1.1023, 0.7754], [-3.3328, 2.2018, 0.3257], [-3.3742, 1.4442, 1.9310], [1.8684, -4.3731, 0.2863], [2.1601, -3.3177, 1.7422], [2.4792, -2.6639, 0.0899], [-0.6303, -4.3677, 2.2522], [-1.6270, -2.8674, 2.3740], [0.0425, -2.8840, 3.0444], [-0.2686, -4.8486, -0.5652], [-0.4358, -3.3907, -1.6306], [-1.7840, -3.8147, -0.5242], [1.4269, 4.4396, 0.4225], [2.1439, 2.8668, -0.0188], [1.9189, 3.2960, 1.6920], [-0.5367, 4.3948, 2.3068], [-0.6094, 2.7794, 3.0817], [-2.0039, 3.3864, 2.1470], [-0.5923, 4.7051, -0.5172], [-2.0442, 3.6581, -0.5812], [-0.6458, 3.3110, -1.6328], [1.3811, 0.3238, -3.4799], [2.7358, -0.0103, -3.4577], [3.4907, -0.1023, -4.6439], [2.8693, 0.0999, -5.8870], [1.4976, 0.3217, -5.9204], [0.7347, 0.3939, -4.7354], [0.4656, 0.8066, -1.7238], [-0.0295, -1.6081, 0.2006], [3.2422, -0.1512, -2.5051], [4.5576, -0.3098, -4.5850], [3.4692, 0.0464, -6.8116], [1.0170, 0.4555, -6.8897], [-0.3381, 0.5560, -4.7768], [-1.1104, 0.0226, 4.7992], [0.6246, 0.0506, 4.9079], [1.1997, 0.0751, 3.6611], [0.2721, 0.0627, 2.6141], [-0.9881, 0.0700, 3.0942], [1.1461, 0.0371, 5.8616], [2.2586, 0.0841, 3.4355], [-1.8855, 0.0426, 2.4533]], "atomic_forces_ev_per_a": [[3.405, 1.823, -1.508], [-1.545, 0.315, -0.803], [0.189, 0.795, -0.664], [-0.077, 1.217, -0.190], [0.309, -0.310, -0.250], [0.741, -0.206, 0.990], [-0.948, -0.302, 0.319], [0.034, 0.313, -0.275], [-0.282, -0.115, -0.347], [-0.247, -0.145, 0.090], [-0.360, -0.037, 0.113], [0.047, 0.018, 0.173], [-0.139, -0.134, 0.361], [-0.036, 0.130, 0.211], [0.306, -0.404, 0.203], [-0.136, 0.160, 0.173], [-0.180, -0.051, -0.081], [-0.323, 0.255, -0.203], [0.756, 0.051, 0.032], [0.224, 0.046, 0.142], [-0.031, 0.052, 0.134], [0.006, -0.089, 0.228], [0.133, -0.124, 0.030], [-0.111, 0.002, -0.082], [-0.131, 0.188, -0.019], [0.132, 0.180, -0.006], [-0.066, -0.330, 0.037], [-0.093, -0.030, -0.171], [0.522, 0.260, 0.221], [0.133, -0.180, -0.422], [-0.388, -0.426, 0.144], [-0.126, 0.261, 0.426], [0.367, -0.287, -0.207], [-0.178, -0.241, -0.301], [-0.492, -0.133, -0.403], [0.059, -0.228, 0.156], [0.276, -0.311, -0.127], [-0.022, -0.186, 0.090], [-0.161, 0.145, 0.053], [0.015, 0.022, -0.090], [-0.198, -0.198, 0.134], [0.009, 0.265, -0.170], [0.264, 0.057, 0.042], [-0.244, -0.194, -0.017], [0.163, 0.094, -0.055], [-0.059, 0.133, 0.323], [0.236, -0.687, -0.688], [0.518, 0.273, 0.183], [-0.758, 0.119, 0.012], [0.519, -0.248, 0.487], [-0.333, -0.011, 0.392], [0.117, 0.454, 0.613], [-0.924, -1.035, -0.438], [0.297, -1.028, 0.069], [-0.001, 0.103, -0.623], [-0.268, 0.008, 0.025], [-0.493, 0.098, 0.584], [-0.084, -0.089, 0.363], [0.150, 0.097, -0.139], [0.895, 0.172, -0.709], [-0.116, -0.053, -0.776], [-0.931, -0.139, 0.062], [-1.240, -0.009, 0.907], [0.840, -0.382, 0.779], [-0.221, 0.042, -0.164], [-0.248, 0.047, 0.153], [0.525, 0.148, 0.473]], "mulliken_spin": [1.0711, -0.0527, -0.0214, -0.0464, -0.0015, 0.0039, 0.0086, -0.0038, 0.0135, 0.0144, 0.0366, 0.0067, 0.0127, 0.0013, 0.0089, 0.0080, 0.0076, 0.0046, 0.0001, -0.0004, -0.0033, -0.0002, -0.0007, 0.0023, -0.0059, -0.0004, -0.0093, 0.0045, -0.0006, 0.0006, -0.0050, -0.0002, -0.0026, -0.0002, -0.0003, -0.0013, 0.0005, -0.0014, -0.0010, 0.0014, -0.0006, -0.0002, -0.0019, -0.0013, -0.0023, 0.0019, -0.0072, -0.0045, 0.0022, -0.0056, 0.0020, -0.0053, -0.1076, 0.0548, 0.0018, 0.0000, -0.0001, 0.0000, 0.0003, 0.0056, -0.0028, 0.0132, -0.0077, 0.0337, -0.0002, -0.0004, -0.0165]}

***

# 2
{"formula": "C5H11NO", "method": "the ωB97M-V functional and the def2-TZVPD basis", "lumo_ev": 1.0, "smiles": "CC(C)=O.C=NC", "fmax_ha_per_bohr": 0.010, "e_above_lowest_kj_mol": 163.66, "spin_multiplicity": 1, "e_homo_ha": -0.3479, "charge": 0, "molar_mass_g_mol": 101.15, "symbols": ["C", "C", "C", "O", "H", "H", "H", "H", "H", "H", "C", "N", "C", "H", "H", "H", "H", "H"], "coordinates": [[-1.5591, -1.1666, -0.2986], [-1.4892, 0.2591, -0.8061], [-1.6071, 1.3595, 0.2281], [-1.3544, 0.5114, -1.9847], [-1.2927, -1.8569, -1.1000], [-2.5799, -1.3825, 0.0389], [-0.8946, -1.3094, 0.5605], [-2.3896, 2.0629, -0.0664], [-0.6555, 1.8971, 0.2387], [-1.8158, 0.9809, 1.2320], [1.6386, -0.6423, -0.9214], [1.5493, 0.3795, -0.1824], [2.1295, 0.3087, 1.1404], [1.2002, -0.6117, -1.9200], [2.1305, -1.5722, -0.6006], [2.9802, 0.9956, 1.2035], [1.3887, 0.6462, 1.8715], [2.4709, -0.7002, 1.4220]], "atomic_forces_ev_per_a": [[0.040, -0.034, -0.073], [-0.031, 0.039, -0.197], [-0.002, 0.060, 0.010], [-0.084, -0.125, 0.465], [-0.045, 0.045, 0.084], [0.107, 0.068, -0.028], [-0.100, 0.060, -0.114], [0.076, -0.074, -0.018], [-0.073, -0.040, -0.006], [0.011, 0.007, -0.140], [-0.040, 0.279, 0.089], [0.100, -0.342, -0.273], [0.100, -0.071, 0.242], [0.062, -0.003, 0.131], [-0.031, 0.094, -0.003], [-0.143, -0.052, -0.034], [0.084, -0.023, -0.054], [-0.031, 0.113, -0.080]], "lowdin_charge": [-0.0404, -0.5244, -0.0319, 0.0503, 0.0801, 0.0878, 0.0753, 0.0841, 0.0743, 0.0740, -0.0721, -0.0793, -0.1492, 0.0731, 0.0787, 0.0786, 0.0700, 0.0711]}

***

# 3
{"formula": "C4H11NO", "method": "the ωB97M-V functional and the def2-TZVPD basis", "lumo_ev": 0.9, "smiles": "CC(N)=O.CC", "fmax_ha_per_bohr": 0.029, "e_above_lowest_kj_mol": 35.14, "spin_multiplicity": 1, "e_homo_ha": -0.3619, "charge": 0, "molar_mass_g_mol": 89.14, "symbols": ["C", "C", "N", "O", "H", "H", "H", "H", "H", "C", "C", "H", "H", "H", "H", "H", "H"], "coordinates": [[0.3816, -1.6944, 1.1048], [1.1552, -0.4897, 0.5628], [1.4265, -0.6098, -0.7641], [1.5951, 0.3879, 1.2689], [0.8204, -2.6160, 0.7416], [-0.6783, -1.5707, 0.8773], [0.4322, -1.5812, 2.1837], [2.0113, 0.0573, -1.2394], [0.9567, -1.2754, -1.3527], [-1.1876, 0.9560, -1.1400], [-2.6004, 1.3750, -0.6515], [-0.9927, 1.3940, -2.1187], [-0.4076, 1.3628, -0.5079], [-1.0846, -0.1160, -1.2143], [-2.5662, 2.0399, 0.2052], [-3.1282, 1.8986, -1.4435], [-3.1647, 0.4600, -0.4710]], "atomic_forces_ev_per_a": [[-0.162, 1.416, 0.493], [0.307, -1.295, -0.049], [0.416, 0.152, -0.547], [-0.104, 0.363, -0.092], [-0.227, -0.183, 0.040], [0.000, -0.346, -0.381], [0.195, -0.422, 0.112], [-0.091, 0.190, 0.210], [0.013, -0.058, 0.249], [-0.525, 1.039, -0.078], [0.469, -0.498, -0.717], [0.015, -0.187, -0.169], [0.084, -0.170, 0.284], [0.006, -0.168, 0.015], [-0.083, -0.211, 0.225], [-0.097, 0.113, -0.056], [-0.215, 0.266, 0.463]], "lowdin_charge": [-0.0043, -0.6257, 0.1323, 0.0463, 0.0770, 0.0740, 0.0800, 0.1121, 0.0986, -0.1665, -0.1446, 0.0635, 0.0502, 0.0367, 0.0600, 0.0534, 0.0571]}

***

# 4
{"formula": "C5H10NO3", "method": "the ωB97M-V functional and the def2-TZVPD basis", "lumo_ev": 3.8, "fmax_ha_per_bohr": 0.023, "e_above_lowest_kj_mol": 22.40, "spin_multiplicity": 1, "e_homo_ha": -0.1638, "charge": -1, "molar_mass_g_mol": 132.14, "symbols": ["C", "C", "O", "O", "H", "H", "H", "C", "C", "C", "O", "N", "H", "H", "H", "H", "H", "H", "H"], "coordinates": [[-0.6318, 2.1189, -0.8477], [0.7390, 1.7899, -1.4691], [1.4640, 2.7910, -1.6464], [1.0184, 0.6096, -1.8281], [-0.5065, 2.4030, 0.2030], [-1.3382, 1.2928, -0.8523], [-1.0337, 2.9807, -1.3830], [0.6022, -0.9939, 0.6815], [0.6407, -1.0324, 2.2133], [-0.7342, -1.4340, 0.1126], [-1.4258, -2.1980, 0.7955], [-1.0798, -1.1275, -1.1603], [1.0047, -0.0233, 0.4128], [1.3496, -1.6892, 0.2958], [1.6786, -0.8234, 2.4852], [-1.7313, -1.7520, -1.6030], [-0.3875, -0.5845, -1.7042], [0.3771, -2.0144, 2.5963], [-0.0054, -0.3134, 2.6980]], "atomic_forces_ev_per_a": [[-0.060, -0.216, 0.330], [0.454, 0.668, -0.889], [0.014, -0.139, 0.299], [-0.553, -0.132, 0.172], [0.131, 0.123, -0.116], [-0.047, -0.019, -0.197], [-0.042, -0.061, 0.090], [0.148, 0.519, 0.838], [0.481, -0.663, -0.299], [-0.375, -1.065, 0.264], [0.030, 0.355, -0.230], [0.901, 0.241, 0.094], [-0.529, 0.080, -0.691], [-0.063, -0.169, -0.112], [-0.087, 0.066, 0.269], [-0.131, 0.111, 0.090], [-0.026, 0.088, 0.131], [-0.047, -0.093, 0.043], [-0.199, 0.306, -0.087]], "lowdin_charge": [-0.0483, -0.7708, -0.0892, -0.1197, 0.0636, 0.0345, 0.0604, -0.1675, -0.1147, -0.5393, -0.0175, 0.1468, 0.0884, 0.1204, 0.0653, 0.0973, 0.0660, 0.0586, 0.0656]}